The following is a DFT calculation (ωB97M-V with the def2-TZVPD basis set) of one molecule with the formula C17H22N2O in a non-equilibrium geometry.

Summary:
SMILES string: CN(C)CCn1ccc2ccc(C3=CCOCC3)cc21
orbital gap: 8.19 eV
strongest force on any atom: 3.59 eV/A
total charge: 0
molecular weight: 270.4 g mol⁻¹
ΔE to the lowest compared entry with this formula, charge and spin: 78.1 kcal per mole
E_HOMO: -7.4837 eV

Last column: Mulliken charge in e.
Positions of all 42 atoms, in Å:
O 5.2723 1.4140 -0.0883  -0.396
C -2.3966 -0.6724 -3.0620  -1.248
C -3.0862 -0.5611 -1.8641  -0.208
C 2.8012 1.3031 0.1475  -0.812
C 2.7729 0.3992 -0.9206  0.625
C 1.4213 -0.2051 -2.9833  -0.810
C 0.1855 -0.4790 -3.5753  -0.892
C 0.3070 0.1135 -0.8345  -0.410
C 1.4994 0.0949 -1.6101  0.459
C -0.9739 -0.4741 -2.7758  0.623
C -0.9075 -0.2018 -1.4388  0.083
N -2.1791 -0.3014 -0.8843  0.363
N -2.8921 -0.6426 2.8662  0.073
C 4.1355 1.6839 0.7809  -0.603
C -2.1123 0.3744 3.5967  -0.805
C -4.3495 -0.6951 3.0012  -0.909
C 5.2648 0.0367 -0.4736  -0.718
C 4.0755 -0.2286 -1.3773  -0.333
C -2.6000 0.1012 0.4795  -0.757
C -2.3259 -0.9856 1.5251  -0.791
H -2.8285 -0.8576 -4.0320  0.440
H -4.1621 -0.6232 -1.7739  0.394
H 1.9551 1.8495 0.5228  0.444
H 2.2796 -0.1381 -3.5926  0.421
H 0.1174 -0.6784 -4.6303  0.412
H 0.3154 0.3702 0.2342  0.415
H 4.2695 1.1498 1.7329  0.247
H 4.1637 2.7436 0.9707  0.348
H -1.0429 0.0955 3.6169  0.249
H -2.4945 0.4421 4.6183  0.315
H -2.1619 1.3620 3.1142  0.297
H -4.6937 -1.5692 2.4449  0.284
H -4.6484 -0.7825 4.0598  0.321
H -4.8183 0.1853 2.5428  0.325
H 6.2242 -0.1938 -0.9505  0.325
H 5.1631 -0.5922 0.3917  0.372
H 3.9269 -1.3213 -1.4552  0.289
H 4.3102 0.1714 -2.3786  0.286
H -3.6404 0.3754 0.4999  0.450
H -2.0703 1.0174 0.8364  0.216
H -2.8209 -1.8990 1.1599  0.288
H -1.2554 -1.1809 1.5583  0.329



The following is a DFT calculation (ωB97M-V with the def2-TZVPD basis set) of one molecule with the formula C17H22N2O4S in a non-equilibrium geometry.

Summary:
SMILES string: CCCNC(=O)CS(=O)(=O)Cc1nc(-c2ccccc2C)oc1C
orbital gap: 8.86 eV
strongest force on any atom: 1.37 eV/A
total charge: 0
molecular weight: 350.4 g mol⁻¹
ΔE to the lowest compared entry with this formula, charge and spin: 29.3 kcal per mole
E_HOMO: -8.3175 eV

Last column: Mulliken charge in e.
Positions of all 46 atoms, in Å:
C -0.5304 -1.1341 -2.9974  -0.789
C 0.2442 0.1589 -3.2309  -0.869
C 0.5112 0.9133 -1.9342  0.024
N -0.7255 1.4222 -1.3772  0.098
C -0.7440 2.3020 -0.3701  0.557
O 0.2457 2.8023 0.1243  -0.720
C -2.1449 2.7123 0.0705  -0.939
H -2.1018 3.2156 1.0324  0.390
H -2.5861 3.3823 -0.6664  0.395
S -3.3585 1.3630 0.2314  1.082
O -3.2957 0.5312 -0.9532  -0.659
O -4.6315 1.9597 0.5251  -0.656
C -2.8581 0.3433 1.6701  -1.320
C -1.6548 -0.4221 1.3133  0.535
C -1.5458 -1.5824 0.5941  0.909
O -0.2272 -1.8548 0.4710  -0.394
C 0.4229 -0.8491 1.1115  0.660
N -0.3995 0.0217 1.6224  -0.208
C 1.8698 -0.8472 1.1376  0.485
C 2.5388 -1.8957 0.4991  -0.887
C 3.9162 -1.9461 0.4756  -0.696
C 4.6456 -0.9427 1.0939  -0.598
C 3.9892 0.0957 1.7282  -0.854
C 2.6020 0.1724 1.7677  0.995
C 1.9359 1.3149 2.4501  -1.188
H 1.4002 1.9192 1.7183  0.147
H 1.1987 0.9570 3.1642  0.295
H 2.6674 1.9379 2.9580  0.433
H 4.5662 0.8733 2.2074  0.361
H 5.7252 -0.9719 1.0817  0.398
H 4.4198 -2.7618 -0.0208  0.415
H 1.9601 -2.6725 0.0217  0.484
C -2.5556 -2.4823 -0.0118  -1.749
H -2.0570 -3.2395 -0.6103  0.322
H -3.2264 -1.9012 -0.6424  0.354
H -3.1467 -2.9731 0.7611  0.430
H -3.7170 -0.2886 1.8800  0.368
H -2.6712 1.0333 2.4862  0.486
H -1.5912 0.9607 -1.6330  0.236
H 1.1748 1.7663 -2.1056  0.384
H 1.0081 0.2550 -1.2106  -0.170
H 1.2048 -0.0727 -3.6943  0.412
H -0.3119 0.8043 -3.9135  0.315
H 0.0102 -1.7766 -2.3058  0.112
H -1.5166 -0.9339 -2.5844  0.192
H -0.6597 -1.6696 -3.9349  0.425



The following is a DFT calculation (ωB97M-V with the def2-TZVPD basis set) of C17H22N2O7RhSSe2 as an isolated structure in a non-equilibrium geometry.

Summary:
multiplicity: 5
orbital gap (alpha / beta): 6.23 / 6.32 eV
strongest force on any atom: 2.14 eV/A
total charge: -1
molecular weight: 659.3 g mol⁻¹
E_HOMO (alpha / beta): -3.9174 / -4.9568 eV

Last column: Mulliken charge in e.
Positions of all 52 atoms, in Å:
Rh 0.2702 -0.8796 0.2875  1.255
O -2.8385 1.8515 -0.5138  -0.792
C -1.8975 1.1227 -0.8380  -0.304
O -1.7320 -0.0929 -0.4954  -0.633
C -0.8138 1.7413 -1.7848  0.270
C -0.0541 0.6509 -2.5487  -0.280
C 0.7532 1.2607 -3.7063  -1.056
C 1.9172 1.9505 -2.9486  -0.963
C 1.5572 1.6178 -1.4910  -0.187
O 0.9961 0.3005 -1.6271  0.185
C 0.3518 2.4696 -1.0572  0.050
C 0.2481 2.5098 0.4970  -0.185
O 0.2016 3.6241 1.0226  -0.815
O 0.2501 1.3800 1.0785  -0.423
H -1.3576 2.4118 -2.4485  0.452
H -0.6431 -0.2252 -2.7998  0.591
H 0.1538 1.9509 -4.2995  0.398
H 1.1233 0.4708 -4.3614  0.338
H 1.9606 3.0263 -3.1114  0.405
H 2.8807 1.5126 -3.2122  0.330
H 2.3872 1.5972 -0.7889  0.541
H 0.4530 3.5053 -1.3738  0.442
O 2.8567 -5.9993 0.5713  -0.519
C 3.5878 -5.1268 -0.2791  -1.460
C 2.8248 -3.8033 -0.4468  2.003
C 3.7542 -2.9162 -1.2926  -1.206
O 3.2826 -1.6195 -1.5697  -0.289
C 1.5315 -4.1392 -1.1996  -1.494
Se 0.1062 -2.7754 -1.4462  -0.509
C 2.5560 -3.2609 0.9735  -1.043
Se 2.4639 -1.3096 1.2106  -0.202
H 3.3322 -6.8293 0.6491  0.324
H 3.7367 -5.5844 -1.2658  0.441
H 4.5753 -4.9104 0.1511  0.472
H 3.9721 -3.4519 -2.2295  0.363
H 4.7000 -2.7790 -0.7578  0.412
H 2.3531 -1.6482 -1.8619  0.085
H 1.0435 -4.9633 -0.6839  0.547
H 1.7827 -4.4724 -2.2092  0.388
H 3.3377 -3.6025 1.6522  0.468
H 1.6049 -3.6461 1.3389  0.434
S 0.7698 -0.6112 3.7701  -0.349
C -0.5200 -0.8426 2.7248  0.141
N -1.5678 0.0461 2.7477  0.186
C -2.7532 -0.2281 2.1843  -0.112
C -2.9670 -1.4758 1.6632  -0.733
C -1.8549 -2.2939 1.5084  0.010
N -0.6293 -1.9545 1.9343  -0.520
H -1.3436 0.9787 3.0715  0.343
H -3.4817 0.5679 2.1534  0.371
H -3.9223 -1.7477 1.2448  0.423
H -1.9108 -3.2306 0.9690  0.404



The following is a DFT calculation (ωB97M-V with the def2-TZVPD basis set) of one molecule with the formula C17H22N2O7S in a non-equilibrium geometry.

Summary:
SMILES string: COc1ccc(C(=O)OCC(=O)NC2CC2)cc1S(=O)(=O)N1CCOCC1
orbital gap: 8.62 eV
strongest force on any atom: 19.57 eV/A
total charge: 0
molecular weight: 398.4 g mol⁻¹
ΔE to the lowest compared entry with this formula, charge and spin: 442.7 kcal per mole
E_HOMO: -8.5448 eV

Last column: Mulliken charge in e.
Positions of all 49 atoms, in Å:
C 3.4150 3.1682 3.1713  -1.110
H 4.3405 2.8277 3.3676  0.302
H 2.8203 3.3869 3.8775  0.522
H 3.5728 4.1110 2.4351  0.339
O 2.8722 2.3473 2.3391  -0.210
C 1.6695 2.3459 2.0002  0.478
C 0.8337 3.4880 2.1913  -1.379
C -0.2868 3.4699 1.2997  -0.332
C -0.7623 2.3386 0.6770  0.179
C -0.1063 1.1994 0.6416  0.308
C 1.3095 0.9899 1.2333  -0.163
S 2.4204 -0.3035 1.1091  1.226
O 3.3921 0.2653 0.3725  -0.597
O 2.3818 -0.9334 2.4716  -0.721
N 1.3478 -1.2543 0.1402  -0.053
C 1.6156 -1.3735 -1.0315  -0.384
H 1.8077 -0.2530 -1.4202  0.387
C 2.7324 -2.3387 -1.3452  -0.805
H 2.9044 -2.5893 -2.6477  0.273
O 2.4402 -3.7197 -0.8273  -0.334
C 2.2939 -3.5287 0.4175  -0.826
H 2.0709 -4.7225 0.9463  0.279
C 1.0875 -2.7648 0.8148  -0.352
H 0.9534 -2.6279 2.0332  0.339
H 0.3021 -3.0789 0.1321  0.332
H 3.0680 -3.2553 0.9227  0.726
H 3.5912 -1.8162 -0.9421  0.433
H 0.7783 -1.8025 -1.8134  -0.034
H -0.4020 0.2834 0.2968  0.814
C -2.2707 2.3571 0.1562  0.048
O -2.8286 3.2655 -0.0325  -0.413
O -2.4898 1.2445 -0.4675  -0.263
C -3.8153 1.0360 -1.0872  -0.577
H -4.6498 1.1477 -0.3332  0.297
H -3.9592 2.0552 -1.6398  0.312
C -3.8146 -0.3460 -2.0327  0.435
O -4.6741 -0.1954 -2.9766  -0.676
N -2.9739 -1.1594 -1.5363  -0.220
C -2.6021 -2.3069 -2.4257  -0.871
C -3.6398 -3.2055 -2.9015  -1.228
C -2.9552 -2.3925 -3.8222  -0.234
H -2.0208 -3.0783 -4.2247  0.187
H -3.1186 -1.4595 -4.3596  0.291
H -3.7186 -4.0308 -2.8378  0.705
H -4.6028 -2.6767 -2.9562  0.233
H -1.9495 -2.7737 -2.0621  1.081
H -2.3415 -0.7249 -1.0131  0.411
H -1.1693 4.3942 1.4310  0.176
H 1.2971 4.2621 2.3687  0.669



The following is a DFT calculation (ωB97M-V with the def2-TZVPD basis set) of one molecule with the formula C17H22N4O3S in a non-equilibrium geometry.

Summary:
SMILES string: CNC(=O)[C@H](CS)NC(=O)[C@@H](Cc1c[nH]c2ccccc12)NC(C)=O
orbital gap: 8.50 eV
strongest force on any atom: 3.92 eV/A
total charge: 0
molecular weight: 362.5 g mol⁻¹
ΔE to the lowest compared entry with this formula, charge and spin: 63.4 kcal per mole
E_HOMO: -8.0615 eV

Last column: Mulliken charge in e.
Positions of all 47 atoms, in Å:
O -4.3605 -0.3747 -1.1625  -0.675
O -0.9166 -2.5331 4.4056  -0.688
O 0.7301 -0.8570 0.5049  -0.747
S -2.9601 0.4490 3.7112  -0.261
C -3.1725 -0.6560 -1.1498  0.658
C -0.4946 -2.1153 3.3044  0.300
C -0.3072 -0.2020 0.5164  0.139
C 0.1934 2.0367 -3.5483  -0.696
C 0.6716 1.2191 -2.5905  0.170
C 4.2183 1.8393 -1.2133  -0.695
C 4.3462 3.1711 -1.7495  -0.402
C 3.0151 1.1074 -1.4603  -0.345
C 3.3759 3.6738 -2.6566  -0.769
C 1.9928 1.6655 -2.2417  0.478
C 2.2756 2.8793 -2.9736  -0.353
N 1.1780 2.9571 -3.7946  -0.085
N 0.0941 -2.9301 2.4288  0.006
N -0.9816 -0.1315 1.6453  -0.005
N -2.3357 0.3830 -0.9815  -0.175
C -2.7780 -2.1031 -1.3115  -0.938
C 0.1526 -4.3244 2.6393  -0.947
C -1.2364 0.3108 4.0431  -1.011
C -0.1177 -0.0016 -2.0452  -0.860
C -0.5039 -0.6296 3.0099  0.249
C -0.8702 0.4130 -0.7526  0.244
H -3.4050 -0.1271 4.8352  0.159
H -0.8147 1.8711 -3.9044  0.454
H 4.8987 1.4282 -0.4225  0.316
H 5.0500 3.8412 -1.2505  0.344
H 2.9767 0.2627 -0.8884  0.674
H 3.5541 4.6621 -3.0497  0.378
H 1.0329 3.7315 -4.3563  0.132
H 0.2170 -2.5890 1.5069  0.220
H -1.9381 0.2989 1.5962  0.186
H -2.7332 1.3019 -0.8476  0.262
H -2.1259 -2.4393 -0.5152  0.219
H -3.7816 -2.5279 -1.3894  0.331
H -2.3680 -2.2360 -2.2766  0.324
H 0.6285 -4.5016 3.5683  0.320
H 0.7770 -4.8867 1.8448  0.302
H -0.8880 -4.7154 2.5963  0.309
H -0.7715 1.2987 4.0113  0.355
H -1.0144 -0.1355 4.9365  0.557
H -0.9056 -0.2054 -2.7259  0.389
H 0.5630 -0.7935 -2.0712  0.555
H 0.5800 -0.2734 2.9527  0.247
H -0.7405 1.4879 -0.7282  0.376



Q: Which value of total charge does entry 5 give?
A: 0



Q: The lowest total charge belongs to which entry?
A: C17H22N2O7RhSSe2